[1]
The following is a quantum chemistry calculation of a molecular structure, C48H61N4O2P3S2Sn, from OMol25.

Output
LUMO energy (spin up / spin down) ... -0.2583 / -0.2490 Eh
Relative energy (zero: lowest compared OMol25 entry of this formula, charge and spin) ... 0.000 eV
Net charge ... +2
Electronic energy ... -4269.4429 Ha

Geometry (Å):
1 Sn 0.087 0.426 -0.292
2 C 1.501 4.160 3.531
3 C 1.795 2.954 2.638
4 C 2.276 1.787 3.496
5 P 0.355 2.436 1.613
6 C -0.415 3.911 0.825
7 C 0.705 4.714 0.157
8 C -1.370 4.806 1.613
9 C -0.800 1.579 2.733
10 C -1.633 2.218 3.655
11 C -2.466 1.501 4.506
12 C -3.292 2.194 5.546
13 C -2.505 0.112 4.383
14 C -1.676 -0.546 3.501
15 C -0.780 0.182 2.723
16 N 0.176 -0.447 1.898
17 C 1.095 -1.250 2.466
18 C 1.139 -1.507 3.867
19 C 2.090 -2.333 4.406
20 C 3.069 -2.942 3.614
21 C 4.105 -3.836 4.203
22 C 3.072 -2.646 2.244
23 C 2.133 -1.824 1.663
24 P 2.229 -1.405 -0.097
25 C 2.027 -2.999 -1.007
26 C 0.881 -3.798 -0.388
27 C 3.280 -3.860 -1.152
28 C 3.934 -0.787 -0.392
29 C 4.257 0.398 0.504
30 C 4.065 -0.421 -1.867
31 H 2.385 4.378 4.130
32 H 0.684 3.944 4.223
33 H 1.256 5.057 2.971
34 H 2.573 3.224 1.917
35 H 1.545 1.566 4.275
36 H 3.210 2.059 3.988
37 H 2.447 0.880 2.921
38 H -1.002 3.461 0.022
39 H 1.294 5.276 0.881
40 H 0.268 5.432 -0.537
41 H 1.392 4.083 -0.415
42 H -0.926 5.238 2.509
43 H -2.281 4.279 1.890
44 H -1.666 5.635 0.969
45 H -1.615 3.295 3.740
46 H -3.316 3.269 5.380
47 H -2.881 2.014 6.541
48 H -4.314 1.821 5.547
49 H -3.176 -0.465 5.006
50 H -1.698 -1.625 3.427
51 H 0.434 -1.032 4.530
52 H 2.088 -2.507 5.474
53 H 3.793 -4.223 5.170
54 H 5.041 -3.291 4.347
55 H 4.316 -4.677 3.543
56 H 3.851 -3.081 1.629
57 H 1.698 -2.687 -2.005
58 H 1.182 -4.233 0.566
59 H 0.597 -4.609 -1.058
60 H -0.011 -3.192 -0.219
61 H 3.554 -4.330 -0.207
62 H 4.144 -3.314 -1.527
63 H 3.077 -4.664 -1.860
64 H 4.630 -1.601 -0.164
65 H 3.510 1.192 0.400
66 H 5.222 0.820 0.225
67 H 4.309 0.116 1.555
68 H 3.369 0.379 -2.134
69 H 3.868 -1.263 -2.530
70 H 5.074 -0.066 -2.073
71 N -6.484 5.272 3.079
72 C -5.888 4.270 2.383
73 C -5.452 4.477 1.062
74 C -4.850 3.460 0.360
75 C -4.621 2.225 0.963
76 C -5.040 2.007 2.273
77 C -5.677 3.013 2.969
78 S -3.986 0.893 0.046
79 O -3.646 -0.193 0.918
80 O -4.802 0.662 -1.113
81 N -2.490 1.474 -0.498
82 C -2.373 1.978 -1.678
83 S -3.594 2.160 -2.974
84 C -2.443 2.902 -3.940
85 C -1.196 2.952 -3.305
86 N -1.148 2.458 -2.086
87 H -6.782 6.106 2.604
88 H -6.944 5.069 3.948
89 H -5.616 5.435 0.590
90 H -4.568 3.635 -0.668
91 H -4.886 1.039 2.728
92 H -6.031 2.834 3.975
93 H -2.658 3.235 -4.939
94 H -0.316 3.360 -3.779
95 C 1.877 -1.214 -4.654
96 P 0.338 -0.820 -3.729
97 C -0.615 0.065 -5.019
98 C 0.002 1.069 -5.763
99 C -0.698 1.766 -6.735
100 C -2.034 1.470 -6.974
101 C -2.661 0.481 -6.230
102 C -1.959 -0.216 -5.258
103 C -0.541 -2.409 -3.648
104 C -0.338 -3.453 -4.552
105 C -1.088 -4.613 -4.464
106 C -2.065 -4.738 -3.485
107 C -2.286 -3.706 -2.587
108 C -1.517 -2.553 -2.666
109 H 1.691 -1.413 -5.710
110 H 2.337 -2.099 -4.210
111 H 2.587 -0.392 -4.574
112 H 1.053 1.293 -5.613
113 H -0.194 2.522 -7.321
114 H -2.576 1.996 -7.749
115 H -3.695 0.230 -6.423
116 H -2.457 -1.005 -4.710
117 H 0.404 -3.359 -5.334
118 H -0.924 -5.417 -5.168
119 H -2.659 -5.640 -3.427
120 H -3.052 -3.795 -1.830
121 H -1.704 -1.742 -1.963

[2]
The following is a quantum chemistry calculation of a molecular structure, C48H62As3ClCsF3N6O4P, from OMol25.

Output
LUMO energy ... 0.0718 Eh
Relative energy (zero: lowest compared OMol25 entry of this formula, charge and spin) ... 0.908 eV
Net charge ... -1
Electronic energy ... -10324.3872 Ha

Geometry (Å):
1 Cs -0.584 -0.574 -0.192
2 Cl -0.611 -5.419 5.236
3 C -1.236 -4.415 3.941
4 C -1.196 -4.885 2.617
5 C -1.701 -4.129 1.599
6 C -2.279 -2.824 1.817
7 O -2.764 -2.145 0.871
8 C -2.239 -2.352 3.178
9 C -2.705 -1.047 3.578
10 N -3.009 -0.049 2.835
11 C -3.558 1.062 3.457
12 C -4.546 0.950 4.410
13 C -5.107 2.083 5.035
14 C -4.684 3.337 4.710
15 C -3.681 3.502 3.721
16 C -3.190 4.777 3.354
17 C -2.217 4.881 2.411
18 C -1.740 3.695 1.810
19 N -2.172 2.498 2.111
20 C -3.128 2.378 3.074
21 C -1.743 -3.176 4.207
22 H -0.746 -5.848 2.413
23 H -1.643 -4.487 0.578
24 H -2.757 -0.917 4.674
25 H -4.916 -0.037 4.659
26 H -5.880 1.945 5.781
27 H -5.099 4.214 5.192
28 H -3.592 5.656 3.846
29 H -1.800 5.836 2.120
30 H -0.963 3.755 1.059
31 H -1.758 -2.810 5.229
32 C -3.792 0.647 -1.860
33 As -2.366 0.923 -3.173
34 C -3.005 -0.343 -4.524
35 C -3.026 2.651 -3.848
36 C -2.200 3.348 -4.944
37 C -2.653 2.837 -6.318
38 C -0.692 3.035 -4.842
39 As 0.455 3.325 -3.236
40 C -0.728 3.955 -1.793
41 C 1.141 5.108 -3.699
42 C -2.373 4.877 -4.889
43 As -4.079 5.866 -4.731
44 C -5.407 4.788 -5.693
45 C -4.655 5.386 -2.917
46 H -4.779 0.745 -2.316
47 H -3.700 1.385 -1.060
48 H -3.710 -0.332 -1.386
49 H -4.042 -0.154 -4.805
50 H -2.924 -1.343 -4.097
51 H -2.372 -0.302 -5.409
52 H -3.043 3.267 -2.947
53 H -4.065 2.540 -4.172
54 H -2.513 1.758 -6.393
55 H -2.068 3.307 -7.113
56 H -3.707 3.051 -6.498
57 H -0.173 3.591 -5.631
58 H -0.544 1.977 -5.077
59 H -1.404 4.760 -2.081
60 H -0.057 4.324 -1.016
61 H -1.303 3.127 -1.377
62 H 0.349 5.826 -3.916
63 H 1.798 5.024 -4.564
64 H 1.732 5.471 -2.858
65 H -1.899 5.308 -5.776
66 H -1.810 5.270 -4.039
67 H -5.197 4.795 -6.762
68 H -6.373 5.266 -5.533
69 H -5.459 3.760 -5.335
70 H -3.838 5.559 -2.216
71 H -4.981 4.350 -2.838
72 H -5.479 6.043 -2.643
73 C 5.505 -5.675 -1.626
74 C 4.453 -5.809 -2.721
75 C 5.129 -5.862 -4.083
76 C 4.105 -5.927 -5.201
77 C 3.189 -4.741 -5.110
78 C 2.620 -4.184 -6.232
79 C 1.765 -3.094 -6.103
80 F 1.226 -2.571 -7.230
81 C 1.464 -2.552 -4.889
82 C 2.037 -3.100 -3.735
83 C 1.682 -2.472 -2.430
84 O 0.920 -1.506 -2.453
85 C 2.269 -3.115 -1.276
86 C 3.097 -4.175 -1.496
87 N 3.481 -4.694 -2.688
88 C 2.910 -4.183 -3.846
89 C 2.172 -2.760 0.241
90 O 2.401 -3.708 1.005
91 O 1.934 -1.562 0.544
92 H 6.294 -6.405 -1.809
93 H 5.112 -5.858 -0.629
94 H 5.945 -4.677 -1.644
95 H 3.900 -6.744 -2.572
96 H 5.786 -6.733 -4.104
97 H 5.756 -4.973 -4.202
98 H 3.525 -6.851 -5.105
99 H 4.587 -5.954 -6.179
100 H 2.829 -4.586 -7.215
101 H 0.802 -1.704 -4.785
102 H 3.496 -4.650 -0.613
103 F 3.300 1.932 0.776
104 C 2.328 2.868 1.160
105 F 2.991 4.093 1.091
106 H 1.602 2.877 0.326
107 C 2.688 -0.084 3.537
108 N 1.174 -0.058 3.354
109 C 0.497 -0.043 4.713
110 N 0.963 1.038 5.507
111 C 2.406 0.926 5.658
112 N 3.127 0.969 4.392
113 C 3.092 2.298 3.753
114 P 1.430 2.754 3.015
115 C 0.760 1.095 2.473
116 C 0.628 2.335 4.843
117 H 3.120 -0.017 2.539
118 H 2.916 -1.059 3.974
119 H 0.920 -0.926 2.871
120 H 0.720 -1.007 5.174
121 H -0.572 0.045 4.521
122 H 2.633 -0.023 6.154
123 H 2.758 1.745 6.285
124 H 3.881 2.338 3.002
125 H 3.326 3.032 4.525
126 H 1.147 0.746 1.528
127 H -0.332 1.120 2.460
128 H -0.467 2.399 4.773
129 H 0.949 3.138 5.518

[3]
The following is a quantum chemistry calculation of a molecular structure, C48H62AsN4O2PPtSi, from OMol25.

Output
LUMO energy (spin up / spin down) ... -0.0018 / -0.0018 Eh
Relative energy (zero: lowest compared OMol25 entry of this formula, charge and spin) ... 0.004 eV
Net charge ... 0
Electronic energy ... -5221.7644 Ha

Geometry (Å):
1 Pt -1.001 0.291 -1.087
2 C 8.024 2.719 9.559
3 O 8.408 2.268 8.273
4 C 7.422 1.964 7.392
5 C 7.842 1.525 6.135
6 C 6.917 1.191 5.173
7 C 5.547 1.284 5.435
8 C 5.142 1.721 6.688
9 C 6.065 2.064 7.669
10 C 4.597 0.925 4.379
11 N 4.926 0.559 3.163
12 C 3.733 0.331 2.521
13 C 2.675 0.558 3.358
14 N 3.237 0.936 4.555
15 C 1.310 0.415 2.962
16 C 0.222 0.632 3.817
17 C -1.049 0.484 3.328
18 C -1.213 0.173 1.976
19 N -0.196 -0.027 1.152
20 C 1.062 0.041 1.627
21 C 2.186 -0.296 0.741
22 N 1.899 -0.801 -0.470
23 C 2.899 -1.107 -1.272
24 C 4.249 -0.942 -0.933
25 C 4.556 -0.454 0.310
26 C 3.510 -0.128 1.182
27 H 8.946 2.905 10.101
28 H 7.441 1.960 10.087
29 H 7.447 3.645 9.498
30 H 8.904 1.456 5.941
31 H 7.236 0.852 4.197
32 H 4.090 1.815 6.932
33 H 5.712 2.403 8.632
34 H 2.752 1.192 5.395
35 H 0.386 0.908 4.852
36 H -1.916 0.629 3.956
37 H -2.200 0.069 1.548
38 H 2.634 -1.511 -2.243
39 H 5.019 -1.208 -1.644
40 H 5.577 -0.322 0.643
41 C -0.652 2.734 -3.707
42 Si -1.425 1.062 -3.267
43 C -3.323 1.328 -3.521
44 C -4.130 0.218 -2.844
45 C -3.732 1.407 -4.996
46 C -3.695 2.656 -2.855
47 C -0.671 -0.124 -4.600
48 C -1.496 -1.398 -4.787
49 C 0.727 -0.509 -4.104
50 C -0.508 0.544 -5.972
51 H -0.957 3.041 -4.711
52 H 0.441 2.683 -3.694
53 H -0.940 3.522 -3.012
54 H -3.937 -0.761 -3.293
55 H -5.207 0.421 -2.943
56 H -3.881 0.149 -1.780
57 H -3.591 0.456 -5.514
58 H -3.171 2.172 -5.537
59 H -4.796 1.666 -5.074
60 H -3.328 2.714 -1.829
61 H -4.788 2.765 -2.828
62 H -3.294 3.508 -3.408
63 H -1.696 -1.901 -3.842
64 H -0.961 -2.106 -5.433
65 H -2.461 -1.193 -5.258
66 H 0.672 -0.977 -3.120
67 H 1.373 0.368 -4.005
68 H 1.209 -1.202 -4.808
69 H -1.456 0.891 -6.383
70 H -0.086 -0.178 -6.682
71 H 0.172 1.395 -5.929
72 C -6.517 -0.799 -0.103
73 P -5.183 -0.193 0.949
74 C -5.943 -0.035 2.582
75 C -4.805 1.489 0.401
76 O -3.994 -1.096 0.956
77 H -7.369 -0.119 -0.080
78 H -6.830 -1.785 0.240
79 H -6.146 -0.879 -1.126
80 H -6.836 0.590 2.546
81 H -5.220 0.411 3.264
82 H -6.208 -1.025 2.953
83 H -5.055 2.224 1.168
84 H -5.352 1.736 -0.509
85 H -3.729 1.554 0.195
86 C -1.171 2.079 -0.483
87 C -0.140 3.103 -0.558
88 C -0.503 4.432 -0.284
89 C 0.438 5.448 -0.308
90 C 1.775 5.144 -0.535
91 C 2.165 3.827 -0.773
92 C 1.214 2.827 -0.827
93 H -1.541 4.637 -0.051
94 H 0.140 6.473 -0.125
95 H 2.516 5.934 -0.529
96 H 3.207 3.595 -0.954
97 H 1.490 1.808 -1.080
98 C -1.172 -2.993 0.610
99 As -1.313 -2.235 -1.174
100 C -3.037 -3.012 -1.630
101 C -0.046 -3.415 -2.136
102 C -0.344 -4.875 -2.039
103 C 0.204 -5.658 -1.026
104 C -0.093 -7.010 -0.930
105 C -0.944 -7.605 -1.849
106 C -1.490 -6.838 -2.869
107 C -1.192 -5.487 -2.961
108 H -1.353 -4.067 0.568
109 H -1.936 -2.512 1.219
110 H -0.183 -2.799 1.026
111 H -3.017 -4.084 -1.440
112 H -3.309 -2.825 -2.667
113 H -3.753 -2.529 -0.967
114 H 0.924 -3.173 -1.701
115 H -0.037 -3.089 -3.174
116 H 0.877 -5.201 -0.309
117 H 0.346 -7.601 -0.136
118 H -1.174 -8.660 -1.777
119 H -2.149 -7.293 -3.598
120 H -1.621 -4.892 -3.761

[4]
The following is a quantum chemistry calculation of a molecular structure, C48H62NO6ScTe in a non-equilibrium geometry, from OMol25.

Output
LUMO energy ... 0.1340 Eh
Relative energy (zero: lowest compared OMol25 entry of this formula, charge and spin) ... 0.265 eV
Net charge ... -2
Electronic energy ... -3401.3460 Ha

Geometry (Å):
1 Sc -22.599 2.504 -11.973
2 C -22.395 -1.677 -14.253
3 O -21.885 -0.909 -13.161
4 C -20.548 -1.011 -12.750
5 C -19.481 -0.552 -13.618
6 C -19.740 0.464 -14.762
7 C -19.040 1.753 -14.348
8 C -17.695 1.949 -14.633
9 C -17.038 3.146 -14.347
10 C -17.706 4.135 -13.681
11 C -19.004 3.970 -13.243
12 C -19.606 5.058 -12.303
13 C -19.637 4.599 -10.847
14 C -18.436 4.507 -10.136
15 C -18.354 4.179 -8.774
16 C -19.555 3.664 -8.192
17 C -20.748 3.680 -8.902
18 C -21.953 2.954 -8.249
19 C -21.863 1.390 -8.153
20 C -21.743 0.771 -6.900
21 C -21.292 -0.544 -6.813
22 C -21.001 -1.205 -8.030
23 C -21.248 -0.678 -9.301
24 C -21.281 -1.718 -10.403
25 C -20.258 -1.583 -11.488
26 C -18.943 -1.919 -11.248
27 C -17.939 -1.740 -12.151
28 C -18.240 -1.046 -13.334
29 C -16.490 -2.260 -11.925
30 C -16.271 -2.561 -10.428
31 C -15.396 -1.241 -12.445
32 C -16.298 -3.506 -12.825
33 C -21.677 0.667 -9.410
34 O -21.894 1.225 -10.582
35 C -21.024 -1.233 -5.485
36 C -19.530 -1.525 -5.485
37 C -21.353 -0.247 -4.347
38 C -21.916 -2.447 -5.347
39 C -20.831 4.214 -10.192
40 O -22.043 4.365 -10.835
41 C -22.678 5.678 -10.713
42 C -16.991 4.254 -8.066
43 C -16.440 5.677 -8.267
44 C -16.008 3.218 -8.612
45 C -17.297 4.116 -6.559
46 C -19.692 2.826 -13.574
47 O -20.995 2.701 -13.222
48 C -15.543 3.288 -14.575
49 C -15.051 2.392 -15.673
50 C -14.852 2.977 -13.198
51 C -15.244 4.781 -14.962
52 H -21.601 -1.694 -15.066
53 H -22.611 -2.753 -14.072
54 H -23.342 -1.240 -14.591
55 H -19.297 0.172 -15.698
56 H -20.840 0.624 -14.906
57 H -17.077 1.191 -15.102
58 H -17.223 5.089 -13.395
59 H -19.019 5.998 -12.399
60 H -20.650 5.277 -12.764
61 H -17.567 4.778 -10.722
62 H -19.519 3.163 -7.173
63 H -22.111 3.430 -7.271
64 H -22.852 3.006 -8.890
65 H -22.145 1.364 -6.028
66 H -20.494 -2.167 -7.950
67 H -21.099 -2.643 -9.893
68 H -22.341 -1.863 -10.839
69 H -18.655 -2.442 -10.322
70 H -17.463 -0.830 -14.057
71 H -16.458 -1.705 -9.783
72 H -16.885 -3.354 -9.987
73 H -15.236 -2.883 -10.226
74 H -15.642 -0.234 -12.023
75 H -14.304 -1.445 -12.199
76 H -15.427 -1.220 -13.536
77 H -17.178 -4.126 -12.556
78 H -16.518 -3.213 -13.885
79 H -15.325 -3.948 -12.624
80 H -18.917 -0.561 -5.563
81 H -19.212 -1.874 -4.496
82 H -19.201 -2.306 -6.222
83 H -20.864 0.734 -4.475
84 H -22.450 -0.135 -4.416
85 H -21.048 -0.645 -3.361
86 H -21.667 -3.253 -6.078
87 H -21.806 -2.884 -4.312
88 H -22.919 -2.141 -5.582
89 H -22.034 6.456 -11.059
90 H -22.902 5.872 -9.689
91 H -23.633 5.513 -11.287
92 H -16.117 5.818 -9.334
93 H -17.113 6.468 -7.997
94 H -15.516 5.730 -7.688
95 H -15.614 3.515 -9.610
96 H -15.170 3.252 -7.859
97 H -16.487 2.215 -8.589
98 H -18.153 4.730 -6.210
99 H -17.532 3.018 -6.351
100 H -16.499 4.462 -5.889
101 H -15.327 1.334 -15.493
102 H -15.544 2.727 -16.623
103 H -13.970 2.480 -15.785
104 H -15.285 2.001 -12.831
105 H -13.775 2.797 -13.339
106 H -14.963 3.810 -12.456
107 H -15.693 5.048 -15.898
108 H -15.652 5.504 -14.191
109 H -14.179 5.002 -15.124
110 N -24.149 3.784 -13.077
111 C -24.972 3.018 -13.992
112 C -24.869 1.555 -13.652
113 O -25.750 0.785 -14.093
114 O -23.732 1.237 -13.058
115 H -24.702 4.048 -12.214
116 H -23.956 4.657 -13.563
117 H -24.615 3.144 -15.030
118 H -26.066 3.182 -13.863
119 Te -25.217 2.865 -10.218